1.
{"formula": "C41H59MgN2OP2SbSi2", "method": "wB97M-V/def2-TZVPD", "e_homo_ev": -7.0, "gap_ev": 7.3, "fmax_ha_per_bohr": 0.012, "e_above_lowest_kcal_mol": 0.00, "e_lumo_ev": 0.31, "spin_multiplicity": 1, "species": ["Mg", "C", "Si", "C", "C", "N", "P", "C", "P", "N", "Si", "C", "C", "C", "C", "C", "C", "C", "C", "C", "C", "C", "C", "C", "C", "C", "C", "C", "C", "C", "C", "C", "C", "C", "C", "C", "C", "C", "H", "H", "H", "H", "H", "H", "H", "H", "H", "H", "H", "H", "H", "H", "H", "H", "H", "H", "H", "H", "H", "H", "H", "H", "H", "H", "H", "H", "H", "H", "H", "H", "H", "H", "H", "H", "H", "H", "O", "C", "C", "C", "C", "Sb", "C", "C", "C", "C", "C", "C", "H", "H", "H", "H", "H", "H", "H", "H", "H", "H", "H", "H", "H", "H", "H", "H", "H", "H", "H", "H", "H"], "coordinates": [[0.025, -0.839, -0.190], [2.288, -0.199, -4.454], [1.798, -1.264, -2.998], [3.067, -2.631, -2.897], [0.143, -1.985, -3.505], [1.713, -0.481, -1.457], [1.519, 1.082, -0.982], [-0.024, 1.441, -0.528], [-1.473, 1.051, -1.274], [-1.853, -0.527, -0.963], [-3.330, -1.282, -0.513], [-3.795, -0.933, 1.274], [-3.154, -3.138, -0.689], [-4.843, -0.831, -1.510], [-2.799, 2.127, -0.604], [-2.846, 2.316, 0.777], [-3.831, 3.098, 1.353], [-4.785, 3.722, 0.556], [-4.735, 3.562, -0.820], [-3.747, 2.768, -1.394], [-1.603, 1.296, -3.079], [-2.580, 0.627, -3.819], [-2.652, 0.766, -5.195], [-1.738, 1.575, -5.863], [-0.762, 2.240, -5.142], [-0.699, 2.098, -3.760], [2.419, 2.287, -2.022], [3.656, 2.013, -2.600], [4.365, 3.006, -3.256], [3.851, 4.294, -3.332], [2.632, 4.586, -2.737], [1.926, 3.588, -2.079], [2.595, 1.250, 0.503], [3.804, 0.559, 0.573], [4.674, 0.755, 1.636], [4.344, 1.653, 2.645], [3.139, 2.341, 2.585], [2.268, 2.139, 1.521], [1.961, -0.738, -5.350], [3.364, -0.043, -4.530], [1.805, 0.777, -4.468], [3.064, -3.257, -3.792], [2.922, -3.280, -2.033], [4.063, -2.187, -2.808], [0.295, -2.719, -4.301], [-0.485, -1.183, -3.907], [-0.447, -2.462, -2.722], [-2.918, -0.846, 1.920], [-4.436, -1.724, 1.672], [-4.340, 0.011, 1.347], [-2.269, -3.529, -0.181], [-3.085, -3.422, -1.742], [-4.016, -3.651, -0.257], [-4.998, 0.247, -1.586], [-5.707, -1.245, -0.980], [-4.841, -1.260, -2.513], [-2.082, 1.855, 1.393], [-3.852, 3.231, 2.428], [-5.553, 4.338, 1.005], [-5.461, 4.056, -1.453], [-3.719, 2.665, -2.470], [-3.280, -0.025, -3.321], [-3.415, 0.235, -5.749], [-1.788, 1.677, -6.940], [-0.038, 2.866, -5.649], [0.066, 2.624, -3.209], [4.072, 1.016, -2.537], [5.321, 2.775, -3.709], [4.403, 5.069, -3.848], [2.230, 5.590, -2.781], [0.981, 3.807, -1.594], [4.054, -0.150, -0.207], [5.608, 0.209, 1.679], [5.024, 1.814, 3.472], [2.878, 3.046, 3.366], [1.328, 2.674, 1.449], [0.819, -4.218, -0.927], [0.267, -3.408, -0.384], [-0.292, 1.192, 4.005], [-0.864, -0.221, 4.119], [-0.856, -0.728, 5.555], [0.124, -1.424, 2.676], [-0.415, -3.446, 3.165], [-1.939, -3.547, 3.228], [0.251, -4.067, 4.388], [2.216, -1.331, 3.116], [2.893, -2.408, 2.268], [2.672, -1.359, 4.569], [-0.858, 1.881, 4.639], [-0.317, 1.575, 2.983], [0.750, 1.224, 4.334], [-1.900, -0.208, 3.767], [0.149, -0.771, 5.975], [-1.302, -1.717, 5.655], [-1.440, -0.047, 6.182], [-0.080, -4.012, 2.289], [-2.351, -2.963, 4.054], [-2.245, -4.586, 3.383], [-2.418, -3.195, 2.312], [0.058, -3.510, 5.305], [1.330, -4.142, 4.268], [-0.132, -5.081, 4.540], [2.488, -0.358, 2.703], [2.603, -3.416, 2.576], [3.981, -2.337, 2.368], [2.678, -2.295, 1.201], [2.362, -2.252, 5.108], [2.311, -0.492, 5.124], [3.766, -1.322, 4.601]], "lowdin_charge": [0.29, -0.17, 0.29, -0.18, -0.16, -0.29, 0.60, -0.45, 0.67, -0.30, 0.30, -0.17, -0.18, -0.18, -0.27, -0.10, -0.09, -0.09, -0.08, -0.08, -0.29, -0.10, -0.08, -0.08, -0.08, -0.07, -0.28, -0.10, -0.08, -0.09, -0.08, -0.11, -0.28, -0.10, -0.09, -0.09, -0.09, -0.09, 0.04, 0.02, 0.02, 0.03, 0.00, 0.03, 0.04, 0.02, -0.01, -0.02, 0.03, 0.03, -0.02, 0.03, 0.04, 0.02, 0.04, 0.03, 0.09, 0.10, 0.10, 0.10, 0.10, 0.07, 0.10, 0.10, 0.11, 0.07, 0.10, 0.10, 0.10, 0.10, 0.10, 0.10, 0.10, 0.10, 0.10, 0.09, 0.14, 0.01, -0.15, -0.56, -0.13, 1.54, -0.56, -0.14, -0.13, -0.56, -0.15, -0.12, 0.08, 0.05, 0.06, 0.07, 0.07, 0.05, 0.08, 0.06, 0.07, 0.08, 0.04, 0.06, 0.05, 0.08, 0.04, 0.06, 0.08, 0.05, 0.06, 0.06, 0.08]}



2.
{"formula": "C32H56N2O12S6", "method": "wB97M-V/def2-TZVPD", "e_homo_ev": -8.2, "gap_ev": 7.3, "smiles": "COCCCCCCc1ccc2nsnc2c1CCCS(=O)(=O)O.O=S1(=O)CCCC1.O=S1(=O)CCCC1.O=S1(=O)CCCC1.O=S1(=O)CCCC1", "fmax_ha_per_bohr": 0.107, "e_lumo_ev": -0.90, "spin_multiplicity": 1, "species": ["C", "O", "C", "C", "C", "C", "C", "C", "C", "C", "C", "C", "N", "S", "N", "C", "C", "C", "C", "C", "S", "O", "O", "O", "H", "H", "H", "H", "H", "H", "H", "H", "H", "H", "H", "H", "H", "H", "H", "H", "H", "H", "H", "H", "H", "H", "H", "H", "O", "S", "O", "C", "C", "C", "C", "H", "H", "H", "H", "H", "H", "H", "H", "O", "S", "O", "C", "C", "C", "C", "H", "H", "H", "H", "H", "H", "H", "H", "O", "S", "O", "C", "C", "C", "C", "H", "H", "H", "H", "H", "H", "H", "H", "O", "S", "O", "C", "C", "C", "C", "H", "H", "H", "H", "H", "H", "H", "H"], "coordinates": [[-4.688, 1.681, 0.794], [-3.826, 2.046, -0.309], [-2.834, 0.983, -0.574], [-3.603, -0.151, -1.412], [-2.760, -1.498, -1.676], [-1.736, -1.899, -0.500], [-2.437, -2.573, 0.776], [-1.421, -3.135, 1.893], [0.123, -3.105, 1.479], [0.630, -4.276, 0.525], [2.075, -4.409, -0.007], [3.153, -3.320, 0.386], [4.546, -3.210, -0.017], [5.092, -1.775, 0.755], [3.731, -1.233, 1.637], [2.655, -2.173, 1.348], [1.169, -2.054, 1.912], [0.723, -0.868, 2.918], [1.632, -1.085, 4.260], [1.557, 0.173, 5.269], [2.597, 1.623, 4.703], [2.798, 2.605, 5.843], [3.963, 1.076, 4.342], [1.853, 2.341, 3.363], [-4.441, 2.339, 1.717], [-4.627, 0.550, 1.045], [-5.806, 1.864, 0.538], [-2.037, 1.500, -1.238], [-2.422, 0.627, 0.431], [-4.651, -0.413, -0.993], [-3.816, 0.307, -2.457], [-3.537, -2.360, -1.726], [-2.208, -1.461, -2.676], [-1.031, -1.037, -0.182], [-1.030, -2.701, -0.956], [-3.062, -3.461, 0.380], [-3.167, -1.861, 1.313], [-1.688, -4.249, 2.083], [-1.525, -2.628, 2.924], [-0.126, -5.080, 0.212], [2.381, -5.289, -0.687], [0.945, 0.152, 2.451], [-0.374, -0.935, 3.229], [2.744, -1.265, 3.983], [1.293, -2.060, 4.783], [2.011, -0.167, 6.274], [0.452, 0.459, 5.416], [2.600, 2.475, 2.718], [2.572, 2.637, -0.197], [2.194, 3.778, -1.001], [1.352, 3.655, -2.169], [1.506, 5.024, 0.076], [2.711, 5.843, 0.521], [3.564, 6.041, -0.733], [3.674, 4.686, -1.433], [0.979, 4.550, 0.904], [0.815, 5.629, -0.514], [2.408, 6.795, 0.960], [3.283, 5.290, 1.273], [3.073, 6.760, -1.398], [4.552, 6.441, -0.491], [3.727, 4.795, -2.517], [4.535, 4.119, -1.074], [1.707, -3.416, -5.344], [1.963, -2.684, -4.123], [0.944, -2.482, -3.117], [3.414, -3.369, -3.345], [4.572, -2.590, -3.954], [4.117, -1.130, -3.988], [2.693, -1.106, -4.547], [3.468, -4.441, -3.538], [3.336, -3.183, -2.271], [5.488, -2.716, -3.374], [4.765, -2.941, -4.973], [4.120, -0.724, -2.971], [4.787, -0.512, -4.590], [2.101, -0.303, -4.106], [2.692, -1.014, -5.635], [-1.693, 2.543, 4.465], [-1.829, 1.875, 5.738], [-1.424, 0.498, 5.935], [-1.062, 2.885, 6.992], [-2.175, 3.815, 7.457], [-3.424, 2.940, 7.580], [-3.510, 2.083, 6.315], [-0.207, 3.415, 6.571], [-0.737, 2.226, 7.799], [-1.924, 4.298, 8.404], [-2.345, 4.599, 6.712], [-3.330, 2.292, 8.458], [-4.327, 3.540, 7.711], [-3.946, 1.105, 6.520], [-4.077, 2.586, 5.529], [-3.838, -2.157, -4.692], [-3.215, -1.468, -5.799], [-3.315, -0.036, -5.974], [-1.496, -1.937, -5.857], [-1.475, -3.184, -6.731], [-2.416, -2.887, -7.901], [-3.696, -2.282, -7.318], [-1.124, -2.112, -4.848], [-0.943, -1.119, -6.326], [-0.464, -3.417, -7.071], [-1.849, -4.044, -6.165], [-1.942, -2.167, -8.576], [-2.634, -3.786, -8.482], [-4.140, -1.551, -7.995], [-4.427, -3.053, -7.072]], "lowdin_charge": [-0.14, -0.25, -0.20, -0.17, -0.19, -0.21, -0.19, -0.17, -0.13, -0.01, -0.02, -0.29, -0.28, 0.90, -0.26, -0.19, -0.05, -0.13, -0.20, -0.21, 0.74, -0.37, -0.36, -0.21, 0.09, 0.08, 0.10, 0.14, 0.11, 0.12, 0.12, 0.12, 0.09, 0.12, 0.10, 0.11, 0.11, 0.12, 0.10, 0.11, 0.10, 0.11, 0.10, 0.10, 0.13, 0.13, 0.06, 0.09, -0.33, 0.66, -0.32, -0.23, -0.22, -0.22, -0.23, 0.11, 0.11, 0.12, 0.12, 0.12, 0.12, 0.10, 0.11, -0.33, 0.66, -0.33, -0.24, -0.22, -0.21, -0.22, 0.11, 0.06, 0.12, 0.12, 0.12, 0.12, 0.11, 0.11, -0.31, 0.67, -0.35, -0.23, -0.22, -0.22, -0.22, 0.11, 0.12, 0.12, 0.12, 0.12, 0.12, 0.11, 0.11, -0.32, 0.66, -0.33, -0.24, -0.22, -0.22, -0.23, 0.08, 0.11, 0.11, 0.13, 0.12, 0.11, 0.10, 0.10]}



3.
{"formula": "C22H36CuO2P2", "method": "wB97M-V/def2-TZVPD", "e_homo_ev": [-3.1, -3.1], "gap_ev": [3.5, 3.4], "fmax_ha_per_bohr": 0.092, "e_lumo_ev": [0.33, 0.35], "spin_multiplicity": 2, "species": ["P", "P", "C", "C", "H", "H", "H", "H", "C", "H", "H", "H", "C", "H", "H", "H", "C", "H", "H", "H", "C", "H", "H", "H", "Cu", "C", "C", "C", "C", "C", "C", "C", "C", "C", "H", "H", "H", "H", "H", "H", "H", "H", "H", "H", "H", "H", "H", "H", "H", "O", "C", "O", "C", "C", "C", "C", "C", "C", "H", "H", "H", "H", "H"], "coordinates": [[0.063, -2.389, 0.281], [-0.284, 2.135, 0.749], [-0.628, -0.662, -0.421], [-0.210, 0.764, -0.643], [-1.626, -0.634, -0.004], [-0.766, -1.047, -1.422], [0.552, 0.900, -1.452], [-1.058, 1.126, -1.225], [-1.986, 2.728, 0.370], [-2.431, 2.911, 1.346], [-2.518, 1.942, -0.207], [-1.882, 3.652, -0.248], [0.748, 3.519, 0.154], [0.202, 4.109, -0.646], [1.724, 3.184, -0.306], [0.938, 4.192, 1.012], [-0.980, -3.562, -0.680], [-0.946, -4.554, -0.144], [-0.572, -3.669, -1.707], [-2.005, -3.154, -0.690], [1.872, -2.766, -0.056], [2.474, -1.914, 0.303], [2.021, -2.942, -1.114], [2.149, -3.692, 0.524], [1.472, -0.256, -0.087], [0.688, 1.624, -3.438], [-0.671, 1.749, -3.416], [-1.580, 0.901, -4.288], [-1.127, -0.600, -4.536], [-0.386, -1.306, -3.428], [0.931, -1.311, -3.214], [1.839, -0.600, -4.185], [1.419, 0.895, -4.510], [-0.297, -2.565, 2.046], [1.299, 2.230, -2.756], [-1.182, 2.599, -2.926], [-1.745, 1.346, -5.254], [-2.573, 0.861, -3.823], [-2.033, -1.159, -4.725], [-0.532, -0.610, -5.455], [-1.097, -1.962, -2.889], [1.410, -2.005, -2.527], [1.870, -1.121, -5.142], [2.873, -0.598, -3.816], [2.308, 1.442, -4.769], [0.788, 0.829, -5.403], [0.530, -2.101, 2.637], [-0.410, -3.648, 2.330], [-1.250, -2.022, 2.244], [-0.306, 1.844, 2.472], [0.358, 0.853, 3.133], [1.104, 0.107, 2.476], [0.217, 0.648, 4.639], [1.213, -0.093, 5.339], [1.181, -0.281, 6.760], [0.052, 0.220, 7.490], [-0.953, 0.957, 6.807], [-0.841, 1.159, 5.410], [2.049, -0.517, 4.801], [1.991, -0.829, 7.319], [-0.020, 0.032, 8.586], [-1.816, 1.389, 7.416], [-1.625, 1.723, 4.909]], "mulliken_spin": [0.09, 0.56, -0.05, 0.14, -0.01, -0.01, 0.07, -0.05, 0.02, 0.01, -0.01, 0.00, 0.02, 0.03, -0.01, 0.01, 0.00, 0.00, 0.00, 0.00, -0.02, 0.00, 0.00, 0.00, 0.10, 0.03, -0.01, -0.01, 0.00, 0.02, -0.03, 0.01, 0.00, -0.01, 0.00, 0.00, 0.00, 0.00, 0.00, 0.00, 0.01, 0.00, 0.00, 0.00, 0.00, 0.00, -0.01, 0.01, 0.00, 0.11, -0.05, 0.01, 0.03, 0.00, 0.00, 0.00, 0.00, 0.02, 0.00, 0.00, 0.00, 0.00, 0.00]}